DFT (wB97M-V/def2-TZVPD) results for the molecule C25H30N4O6.

As for the spin multiplicity: 1. As for the HOMO energy: -8.4 eV. The LUMO energy comes out at 0.005 Eh. As for the SMILES: COc1ccc(CCn2c(=O)[nH]c3cc(C(=O)NCCN4CCOCC4)ccc3c2=O)cc1OC. As for the net charge: 0.

Geometry as XYZ:
```
65
C25H30N4O6, DFT wB97M-V/def2-TZVPD
C -2.149 1.258 2.524
O -1.688 0.709 1.312
C -1.580 1.544 0.229
C -1.880 2.894 0.228
C -1.684 3.659 -0.913
C -1.194 3.088 -2.073
C -0.817 3.934 -3.260
C 0.526 4.650 -2.988
N 1.406 3.745 -2.264
C 1.961 2.709 -2.986
O 2.001 2.692 -4.195
N 2.477 1.678 -2.237
C 2.192 1.500 -0.903
C 2.280 0.253 -0.291
C 1.838 0.101 1.010
C 1.685 -1.286 1.560
O 2.584 -2.098 1.633
N 0.411 -1.511 1.956
C -0.044 -2.827 2.333
C -0.662 -3.557 1.120
N -1.250 -4.850 1.372
C -0.324 -5.859 1.855
C -1.022 -7.218 1.787
O -2.201 -7.226 2.558
C -3.087 -6.223 2.123
C -2.440 -4.838 2.202
C 1.430 1.208 1.755
C 1.394 2.452 1.169
C 1.724 2.599 -0.178
C 1.410 3.848 -0.872
O 1.094 4.877 -0.319
C -0.936 1.718 -2.087
C -1.119 0.941 -0.957
O -0.865 -0.401 -0.871
C -0.498 -1.083 -2.045
H -2.146 0.439 3.241
H -1.487 2.054 2.880
H -3.166 1.648 2.426
H -2.250 3.375 1.118
H -1.897 4.716 -0.879
H -1.579 4.687 -3.461
H -0.706 3.303 -4.142
H 1.002 4.941 -3.924
H 0.383 5.522 -2.350
H 2.881 0.914 -2.763
H 2.629 -0.607 -0.843
H -0.299 -0.849 1.665
H 0.826 -3.376 2.701
H -0.782 -2.728 3.134
H -1.437 -2.915 0.689
H 0.125 -3.693 0.372
H 0.562 -5.864 1.218
H -0.015 -5.673 2.897
H -0.385 -8.004 2.194
H -1.263 -7.446 0.737
H -3.961 -6.282 2.774
H -3.389 -6.418 1.083
H -3.133 -4.085 1.822
H -2.211 -4.618 3.259
H 1.131 1.074 2.784
H 1.064 3.328 1.706
H -0.573 1.271 -3.000
H 0.449 -0.712 -2.450
H -1.273 -1.005 -2.813
H -0.380 -2.125 -1.754
```